# 1
{"formula": "C34H26IN6O2S2Ti", "method": "ωB97M-V/def2-TZVPD", "elements": ["I", "Ti", "S", "S", "O", "O", "N", "N", "N", "N", "N", "N", "C", "C", "C", "C", "C", "C", "C", "C", "C", "C", "C", "C", "C", "C", "C", "C", "C", "C", "C", "C", "C", "C", "C", "C", "C", "C", "C", "C", "C", "C", "C", "C", "C", "C", "H", "H", "H", "H", "H", "H", "H", "H", "H", "H", "H", "H", "H", "H", "H", "H", "H", "H", "H", "H", "H", "H", "H", "H", "H", "H"], "coordinates": [[-2.324, 3.763, 1.914], [-0.233, 1.515, 0.935], [-1.145, -0.796, 1.082], [-3.310, -1.978, -0.472], [1.447, 1.126, 1.160], [-2.835, -5.081, -2.005], [0.238, 3.240, -0.038], [2.628, -4.468, -1.557], [0.704, 0.546, -1.281], [-2.484, 0.504, -0.835], [-1.653, 1.492, -0.528], [3.255, -3.587, -0.978], [0.270, 0.495, 3.689], [1.039, 3.025, 4.595], [0.643, 5.494, -1.591], [-0.984, -4.346, -0.781], [0.362, -4.129, -0.638], [-1.625, 2.544, -1.301], [-3.400, -5.817, -3.071], [1.554, 1.860, 5.200], [0.094, 2.875, 3.536], [-0.421, 4.659, -1.857], [-0.603, -5.468, -2.884], [1.257, -4.590, -1.619], [2.923, -0.741, 1.284], [-1.494, -4.981, -1.924], [3.337, -1.938, 0.719], [-0.204, 5.302, 3.524], [0.838, 5.436, 4.460], [1.612, -1.729, -2.610], [2.007, -1.507, -1.280], [0.337, 0.293, -2.517], [1.546, -0.316, -0.673], [2.832, -2.382, -0.500], [-4.255, -1.479, -1.932], [-2.330, -0.600, -0.136], [-0.599, 3.513, -1.067], [1.407, 4.322, 5.012], [1.264, 4.050, 0.210], [-0.551, 4.052, 3.104], [1.514, 5.180, -0.547], [1.985, 0.050, 0.636], [0.776, -0.830, -3.227], [0.752, -5.304, -2.712], [-0.216, 1.592, 3.008], [1.118, 0.626, 4.803], [1.911, 3.767, 1.040], [-3.216, -5.340, -4.039], [-1.112, 4.869, -2.657], [2.289, 1.963, 5.985], [1.136, 6.425, 4.775], [2.356, 5.818, -0.331], [-2.317, 2.631, -2.135], [4.016, -2.576, 1.261], [2.136, 4.409, 5.805], [-0.962, -5.991, -3.755], [0.466, -0.973, -4.250], [-4.473, -5.841, -2.887], [1.465, -0.268, 5.301], [0.805, 6.381, -2.183], [-1.671, -4.045, -0.006], [-3.568, -1.164, -2.709], [0.014, -0.513, 3.369], [-4.938, -0.678, -1.674], [-3.020, -6.842, -3.087], [-4.797, -2.369, -2.240], [0.735, -3.653, 0.259], [3.288, -0.418, 2.249], [-0.315, 1.023, -2.984], [-0.734, 6.173, 3.174], [1.991, -2.580, -3.152], [1.443, -5.697, -3.440]], "mulliken_charge": [0.1305, -0.5022, -0.4709, 0.1135, -0.0075, -0.3642, 0.7957, -0.3911, -0.0003, -1.4740, 1.4237, -0.5729, -0.7961, 0.5055, -0.4212, -0.5298, 0.0152, -0.8854, -0.9934, -0.8858, 1.3646, -0.9797, -0.4988, -0.5270, -0.7244, 0.4479, -0.6223, -0.4575, -0.7472, -0.6351, 0.2073, -0.0866, 0.7591, 0.0031, -0.9030, 0.4276, 1.1463, -0.8841, -0.1779, 0.0981, -1.0974, 0.5293, -1.3124, -0.4527, 0.3766, -1.0275, 0.5925, 0.3593, 0.5209, 0.4141, 0.4415, 0.4969, 0.4249, 0.4725, 0.4295, 0.4681, 0.4679, 0.2445, 0.4619, 0.4641, 0.9628, 0.2372, 0.3659, 0.3634, 0.4261, 0.3858, 0.4349, 0.5188, 0.4309, 0.4636, 0.7461, 0.4903], "max_force_ev_per_a": 2.91, "e_tot_ha": -3733.5722, "charge": 1}

***

# 2
{"formula": "C5H4Cl2", "method": "ωB97M-V/def2-TZVPD", "elements": ["Cl", "Cl", "C", "C", "C", "C", "C", "H", "H", "H", "H"], "coordinates": [[-2.637, -1.078, -0.180], [-1.293, 2.245, -0.517], [2.472, -0.498, -0.332], [1.279, -0.362, -0.259], [-0.966, -1.095, -0.407], [-0.126, -0.159, -0.027], [-0.557, 1.109, 0.665], [-1.386, 0.844, 1.392], [0.258, 1.670, 1.066], [-0.592, -1.972, -0.945], [3.549, -0.705, -0.456]], "mulliken_charge": [-0.1514, -0.1646, 0.2732, -0.7299, -0.2538, 0.1820, -0.6299, 0.3109, 0.3694, 0.3894, 0.4047], "smiles": "C#C/C(=C/Cl)CCl", "max_force_ev_per_a": 1.83, "e_tot_ha": -1113.2199}

***

# 3
{"formula": "C5H24NO9", "method": "ωB97M-V/def2-TZVPD", "elements": ["O", "O", "O", "O", "O", "O", "O", "O", "O", "N", "C", "C", "C", "C", "C", "H", "H", "H", "H", "H", "H", "H", "H", "H", "H", "H", "H", "H", "H", "H", "H", "H", "H", "H", "H", "H", "H", "H", "H"], "coordinates": [[2.742, 3.338, -0.390], [2.580, 1.227, -2.002], [-1.352, 3.661, -2.002], [-1.604, -2.766, 2.207], [1.183, 0.983, -0.044], [0.229, 0.302, -2.269], [-1.585, -0.947, -3.412], [2.386, -1.483, -1.280], [2.638, -1.231, 2.594], [0.346, -1.372, 1.803], [1.316, -1.490, 2.951], [-2.520, -0.079, 0.649], [-1.552, -1.179, 0.439], [-0.929, -1.855, 1.768], [-2.798, 0.100, 2.103], [0.719, 0.820, -0.927], [-0.866, -0.836, -0.318], [1.180, -0.741, 3.716], [-0.153, 1.163, -2.515], [-2.275, 0.849, 2.660], [-3.454, -0.358, 0.060], [-1.190, 3.353, -1.095], [2.741, -2.151, -1.848], [-2.143, 0.797, 0.091], [-2.727, -0.833, 2.700], [1.664, -0.961, -1.704], [0.454, 1.151, 0.600], [-2.011, -2.079, 0.058], [0.695, -0.938, 0.981], [2.837, -1.536, 1.712], [1.767, 0.934, -2.425], [2.885, 2.727, 0.392], [2.888, 0.493, -1.468], [1.124, -2.403, 3.399], [-3.919, 0.304, 2.019], [-1.784, -1.693, -2.859], [-1.266, 2.752, -2.371], [-0.817, -0.577, -2.946], [2.572, 2.552, -1.025]], "mulliken_charge": [-0.7376, -0.8339, -0.6576, -0.6384, -0.5778, -1.0353, -0.7192, -0.6070, -0.5313, 0.1142, -0.3752, -0.0619, 0.1647, 0.1508, -1.1068, 0.3660, -0.2082, 0.2674, -0.0423, 0.3140, 0.3425, 0.3178, 0.2423, 0.0009, 0.3019, 0.3788, 0.2177, 0.3622, 0.0466, 0.2874, 0.4306, 0.2721, 0.3840, 0.3892, 0.3351, 0.2557, 0.3598, 0.3652, 0.4657], "max_force_ev_per_a": 5.58, "e_tot_ha": -936.8246, "charge": -1}

***

# 4
{"formula": "C5H10O", "method": "ωB97M-V/def2-TZVPD", "elements": ["O", "C", "C", "C", "C", "C", "H", "H", "H", "H", "H", "H", "H", "H", "H", "H"], "coordinates": [[1.678, -1.330, -0.071], [-0.358, 0.144, 0.043], [-0.739, 1.219, -1.377], [1.846, -0.699, 1.185], [-1.124, -1.115, -0.213], [1.156, 0.018, 0.071], [-0.691, 0.783, 0.862], [-1.742, 1.474, -1.068], [0.664, 0.835, -0.778], [-2.180, -0.889, -0.363], [-0.213, 2.188, -1.579], [1.271, -1.164, 2.007], [-1.009, -1.799, 0.632], [2.877, -0.479, 1.479], [-0.712, -1.620, -1.092], [-0.747, 0.658, -2.326]], "mulliken_charge": [-0.4356, 0.4181, -1.4283, -0.4127, -1.2614, -0.1118, 0.3274, 0.4474, 0.2564, 0.4103, 0.3800, 0.2013, 0.3409, 0.2442, 0.3111, 0.3127], "smiles": "CC(C)[C@H]1CO1", "max_force_ev_per_a": 4.88, "e_tot_ha": -271.5437}

***

| no. | Kohn-Sham gap (eV) |
| --- | --- |
| 1 | 5.28 |
| 2 | 9.78 |
| 3 | 9.40 |
| 4 | 9.42 |